No. 1
Computed, not measured: 3 unconnected molecules or ions with the total composition C32H50BrN5O3S at a distorted geometry, with the ωB97M-V functional and the def2-TZVPD basis.

Geometry (Å):
C1 2.669413 0.939661 1.830400
C2 1.654967 1.909438 2.424101
C3 1.797783 3.336477 1.911236
N1 1.758023 3.477239 0.451378
C4 0.570213 3.085374 -0.206781
C5 -0.631953 2.987666 0.472418
C6 -1.808010 2.564131 -0.138519
C7 -1.775484 2.273318 -1.497249
C8 -0.579912 2.399597 -2.231077
C9 -0.657648 2.083107 -3.707203
C10 0.604561 2.807788 -1.598183
C11 1.910405 2.950117 -2.324479
Br1 1.766885 4.242134 -3.817402
C12 2.532650 1.614230 -2.736273
C13 3.731961 1.716197 -3.686528
S1 -3.232740 1.700430 -2.335795
C14 -4.492782 2.249149 -1.226353
C15 -5.784009 2.378226 -1.738602
C16 -6.825941 2.772047 -0.912551
C17 -6.570336 3.067404 0.425469
C18 -5.277026 2.954355 0.916664
C19 -4.216717 2.528488 0.107916
N2 -2.938005 2.412310 0.714519
C20 -2.808931 1.255909 1.630994
C21 -2.699272 -0.106041 0.935674
C22 -1.217527 -0.516181 0.701869
C23 -0.848629 -0.784043 -0.772692
N3 -0.456571 -2.213061 -1.013584
C24 0.922719 -2.296918 -1.533614
C25 -1.423708 -2.750468 -1.919049
C26 -1.182598 -2.646358 -3.410666
O1 -2.428078 -3.229315 -1.496346
H1 2.473569 -0.049220 2.223979
H2 3.688222 1.217929 2.089685
H3 2.538481 0.844447 0.753687
H4 1.784219 1.936256 3.507114
H5 0.664427 1.496857 2.260648
H6 1.046368 3.981877 2.357760
H7 2.765818 3.714462 2.232735
H8 2.525427 2.923885 0.100397
H9 -0.665924 3.219066 1.524503
H10 -1.321939 1.249051 -3.900259
H11 0.310096 1.847940 -4.123641
H12 -1.004275 2.973462 -4.224205
H13 2.621804 3.440903 -1.683024
H14 1.790455 0.916747 -3.104948
H15 2.913126 1.179962 -1.810161
H16 4.450184 0.944914 -3.421946
H17 3.445634 1.573649 -4.721187
H18 4.231424 2.669322 -3.554337
H19 -5.971199 2.153335 -2.776436
H20 -7.832848 2.865368 -1.286037
H21 -7.351165 3.386705 1.096896
H22 -5.074984 3.190765 1.949943
H23 -1.938330 1.442693 2.253036
H24 -3.662951 1.292600 2.302120
H25 -3.141140 -0.839323 1.604777
H26 -3.252031 -0.098835 0.003330
H27 -0.961668 -1.390696 1.284602
H28 -0.582044 0.298294 1.034835
H29 -1.686792 -0.517707 -1.412740
H30 -0.014557 -0.139370 -1.042703
H31 1.089523 -3.295067 -1.926225
H32 1.144867 -1.551160 -2.298927
H33 1.601435 -2.124116 -0.706395
H34 -2.147902 -2.519842 -3.882749
H35 -0.569297 -1.777227 -3.631342
H36 -0.690186 -3.546119 -3.762383
C27 4.976088 -6.487300 -1.975724
N4 4.878126 -5.053552 -1.777941
C28 4.075999 -4.373930 -0.914331
C29 3.154670 -5.186761 -0.034314
O2 4.105336 -3.156194 -0.863254
H37 5.992191 -6.827217 -1.768363
H38 4.730721 -6.742547 -3.008031
H39 4.293522 -7.012642 -1.317162
H40 5.466207 -4.454274 -2.334919
H41 2.585598 -4.502991 0.588098
H42 2.460825 -5.774190 -0.637110
H43 3.725768 -5.858003 0.608119
C30 -1.119096 -0.133892 6.394693
N5 -0.334505 -0.052833 5.176797
C31 0.118893 -1.069526 4.396657
C32 -0.218714 -2.478605 4.821118
O3 0.767801 -0.834434 3.389696
H44 -2.066034 0.393243 6.267218
H45 -0.576378 0.325639 7.222339
H46 -1.328563 -1.167133 6.647783
H47 -0.075689 0.860241 4.836809
H48 0.208642 -3.164969 4.097029
H49 0.198169 -2.697115 5.804976
H50 -1.299125 -2.625224 4.849725

Cartesian forces, eV/Å:
-0.348 -0.058 0.183
0.194 -0.127 0.083
-0.054 -0.032 -0.134
-0.257 -0.394 0.311
0.192 -0.067 -0.419
-0.031 0.086 -0.004
0.455 0.163 0.034
0.011 0.151 0.088
-0.115 -0.084 0.121
0.417 0.269 0.395
-0.588 -0.051 0.252
-0.182 -0.406 -0.197
0.030 0.025 0.023
0.445 0.168 -0.074
-0.139 -0.272 0.477
-0.009 0.023 0.009
0.269 -0.001 -0.138
-0.141 0.106 0.433
0.171 0.042 0.288
0.523 -0.186 -0.127
-0.125 -0.072 -0.278
-0.549 0.183 0.328
0.065 -0.335 -0.485
-0.347 0.317 -0.130
0.894 -0.004 0.655
-0.392 0.373 -0.704
0.111 -0.597 0.939
0.271 0.649 -1.072
-0.515 0.070 0.519
0.846 0.141 -0.010
0.068 0.348 0.363
-1.209 -0.397 0.427
0.089 -0.135 0.117
0.185 0.092 -0.206
0.203 0.135 -0.213
0.047 0.002 0.152
-0.178 0.096 -0.098
-0.064 0.160 0.026
0.122 0.157 -0.009
0.155 0.164 -0.169
-0.105 0.015 0.072
-0.161 -0.102 -0.084
0.143 -0.074 -0.107
-0.256 -0.009 -0.228
0.140 0.359 -0.009
-0.166 -0.067 -0.116
-0.189 -0.067 0.250
0.093 -0.167 -0.125
-0.006 0.216 -0.199
0.085 0.195 -0.178
0.029 -0.009 -0.168
-0.081 -0.029 -0.192
-0.185 0.041 -0.032
0.093 0.053 0.122
0.207 -0.103 0.108
-0.196 -0.018 -0.026
-0.279 -0.170 -0.088
-0.249 -0.053 -0.115
0.081 -0.148 0.084
0.118 0.002 0.227
-0.102 0.048 -0.149
0.135 -0.025 -0.174
0.187 -0.102 -0.043
0.020 0.031 -0.226
0.202 -0.076 0.078
-0.134 -0.216 -0.166
0.176 -0.006 -0.169
0.061 -0.096 -0.208
0.149 0.256 -0.129
-0.077 -0.070 0.060
-0.027 0.034 0.019
-0.013 0.055 0.014
0.018 0.029 -0.024
-0.035 -0.089 0.025
-0.031 -0.089 0.029
-0.019 0.005 0.019
0.013 -0.001 -0.009
0.018 0.048 -0.024
0.022 -0.069 0.038
-0.040 -0.064 -0.029
0.119 0.247 -0.171
-0.049 -0.093 0.047
0.008 0.011 -0.094
0.029 -0.012 -0.039
-0.132 -0.197 0.188
-0.043 -0.059 0.065
-0.047 -0.059 0.064
0.004 -0.026 -0.010
0.000 0.013 0.003
0.021 0.044 -0.039
-0.075 -0.019 0.029
0.004 -0.021 0.073

Calculated values
- SMILES = CCCNc1cc2c(c(C)c1[C@H](Br)CC)Sc1ccccc1N2CCCCN(C)C(C)=O.CNC(C)=O.CNC(C)=O
- E_LUMO (eV) = 0.54
- E_tot (Ha) = -4721.07444
- energy above the lowest of the compared OMol25 structures with the same formula, charge and spin (kJ/mol) = 0.0

Results of the Mulliken charge analysis, in e, for atoms 1 through 4: -1.50, 2.05, -1.93, -0.31

---

No. 2
Computed, not measured: a single C4H4ClN3O2 molecule at a distorted geometry, with the ωB97M-V functional and the def2-TZVPD basis.

Geometry (Å):
C1 -0.485773 0.469815 -0.715152
C2 -0.606765 -0.128151 0.427554
C3 2.206919 -0.054365 -0.457922
C4 -1.836802 -0.298230 1.220731
N1 1.834664 -0.501334 0.581297
N2 0.617869 -0.554679 1.143905
N3 0.108043 0.696402 -1.879475
O1 0.287342 -0.265420 -2.611511
O2 0.433009 1.864409 -2.240501
Cl1 3.205406 0.243675 -1.671961
H1 -1.679493 -0.986894 2.001264
H2 -2.339575 0.637525 1.505489
H3 -2.585043 -0.694620 0.524330
H4 0.840199 -0.428131 2.171952

Cartesian forces, eV/Å:
0.276 -0.160 0.855
1.356 1.568 -0.608
-0.560 0.227 0.081
-1.456 0.444 -1.352
-1.247 0.424 -0.483
2.048 -0.841 2.588
0.567 1.858 -0.506
0.188 -1.404 -1.414
-0.357 -0.694 0.566
-0.146 -0.074 -0.109
-0.113 -0.652 1.202
0.764 -0.135 0.447
0.122 -0.413 0.238
-1.443 -0.148 -1.505

Calculated values
- E_LUMO (alpha / beta) (eV) = -1.46 / -1.47
- E_tot (Ha) = -929.42457
- energy above the lowest of the compared OMol25 structures with the same formula, charge and spin (kJ/mol) = 881.6

Results of the Mulliken charge analysis, in e, for atoms 1 through 4: -0.11, 0.57, 0.46, -1.29

---

No. 3
Computed, not measured: a molecular structure, C41H42CdP2Te at a distorted geometry, with the ωB97M-V functional and the def2-TZVPD basis.

Geometry (Å):
Cd1 -1.141040 0.748325 -0.965325
C1 -0.550595 1.071639 -4.089993
C2 0.697315 1.275065 -3.622960
C3 1.328589 2.551169 -3.291866
C4 0.376572 3.544413 -2.560943
C5 -0.663682 3.013445 -1.579511
C6 -1.918617 2.486918 -1.896121
C7 -2.422211 2.602123 -3.328891
C8 -1.584271 2.060701 -4.496327
C9 -0.559461 -0.449144 1.431623
H1 -0.823486 0.072241 -4.449058
H2 1.432001 0.461863 -3.589044
H3 1.721990 3.035171 -4.185852
H4 2.205836 2.278579 -2.700051
H5 1.090239 4.198679 -2.025324
H6 -0.186418 4.124601 -3.318146
H7 -0.431544 3.363702 -0.565190
H8 -2.757049 2.476503 -1.182788
H9 -2.618492 3.652427 -3.550630
H10 -3.370766 2.071688 -3.297600
H11 -2.272248 1.583558 -5.214603
H12 -1.083594 2.859161 -5.025542
H13 -1.462381 -1.024909 1.359653
H14 -0.480933 -0.382859 2.496808
H15 0.352404 -1.035650 1.197051
P1 1.201904 -0.742844 -0.881187
P2 -0.377100 1.531962 1.717170
C10 1.564255 0.947355 -0.393414
C11 0.979080 1.765500 0.592556
C12 2.861724 -1.462899 -0.983528
C13 3.892359 -0.760365 -1.663413
C14 5.168881 -1.333058 -1.822171
C15 5.477947 -2.580733 -1.265169
C16 4.452408 -3.270608 -0.590800
C17 3.158252 -2.734181 -0.451004
C18 0.201723 -1.350880 -2.321594
C19 -1.218839 -1.219431 -2.459236
C20 -1.928212 -2.167836 -3.202689
C21 -1.288738 -2.884629 -4.227400
C22 0.107136 -2.861506 -4.253740
C23 0.825611 -2.208152 -3.251833
C24 0.192399 2.251021 3.304600
C25 1.492788 1.868891 3.715351
C26 2.075419 2.413748 4.858943
C27 1.359061 3.339411 5.620994
C28 0.056154 3.677885 5.269110
C29 -0.539559 3.137301 4.128268
C30 -2.173518 2.081552 1.638736
C31 -3.137404 1.067559 1.895242
C32 -4.488481 1.234758 1.626593
C33 -4.962304 2.451866 1.127207
C34 -4.049918 3.502145 1.023641
C35 -2.668729 3.364353 1.273231
H16 2.575484 1.263509 -0.684936
H17 1.441023 2.729298 0.795650
H18 3.702279 0.195579 -2.167360
H19 5.970016 -0.848550 -2.396991
H20 6.455707 -3.085723 -1.360002
H21 4.580655 -4.270331 -0.156921
H22 2.283676 -3.270810 -0.022630
H23 -1.804948 -0.269013 -2.483371
H24 -3.014596 -2.177569 -3.078316
H25 -1.873635 -3.453982 -4.960795
H26 0.623695 -3.435779 -5.016165
H27 1.884432 -2.404911 -3.148758
H28 2.066496 1.176162 3.085221
H29 3.077388 2.069967 5.123754
H30 1.795035 3.694176 6.534758
H31 -0.532113 4.339623 5.899880
H32 -1.555318 3.417185 3.837977
H33 -2.803929 0.139341 2.370082
H34 -5.144089 0.382425 1.753180
H35 -6.021068 2.556823 0.835845
H36 -4.442456 4.455873 0.656929
H37 -2.072937 4.280231 1.166839
Te1 -0.391295 -4.517823 0.275869
C36 -0.216187 -4.717441 2.289250
C37 -1.294813 -5.304303 2.984379
C38 -1.069629 -5.876747 4.246643
C39 0.189770 -5.833602 4.856485
C40 1.218901 -5.142903 4.198395
C41 1.019045 -4.557288 2.943258
H38 -2.240058 -5.364751 2.449409
H39 -1.876627 -6.394327 4.751929
H40 0.375622 -6.334373 5.817494
H41 2.201186 -5.085543 4.665396
H42 1.780829 -4.052020 2.363789

Cartesian forces, eV/Å:
0.385 -1.308 1.647
1.185 -1.073 -1.025
-0.661 -0.911 -1.359
-0.321 0.510 0.564
0.140 0.059 -0.120
0.438 2.081 0.076
0.035 2.439 -0.904
-0.454 -0.705 0.334
-0.026 -0.012 0.234
0.815 1.388 2.473
0.509 0.125 0.477
-0.810 -0.090 -0.035
-0.035 0.117 -0.182
-0.122 0.538 0.276
-0.802 0.105 -0.119
0.496 -0.035 0.226
-0.488 -0.598 -0.359
0.563 0.569 -0.100
-0.210 0.088 0.350
-0.303 0.129 -0.372
0.354 0.210 0.239
-0.008 0.463 -0.124
-0.537 0.019 -0.818
-0.080 -1.074 1.872
-0.874 0.898 -0.190
0.094 -1.001 0.740
0.479 -1.011 -1.985
0.397 -0.144 -1.079
-1.063 0.178 1.794
1.378 0.235 -1.120
0.415 -0.740 -0.255
0.280 -0.056 0.122
-0.985 -0.633 0.474
-0.564 -0.034 0.243
-0.491 0.623 -0.412
0.022 0.219 -1.180
0.590 -0.998 -0.946
-0.077 0.407 -0.966
-0.116 -0.206 0.867
-0.383 -0.172 0.119
-0.395 -0.184 0.611
0.573 -0.142 0.528
-0.203 0.259 -0.451
-0.262 -0.189 -0.390
-0.032 -0.791 -0.278
-0.271 -0.146 -0.204
0.232 -0.316 -0.610
-0.629 0.116 -0.035
0.520 0.251 0.275
0.134 0.124 -0.215
0.329 -0.320 0.103
-0.140 0.314 -0.314
-0.525 -0.612 0.071
-0.520 0.208 0.021
0.260 -0.076 -0.123
-0.015 -0.333 0.311
-0.588 0.111 0.246
-0.563 0.638 -0.087
0.316 0.434 -0.292
0.874 -0.017 -0.094
0.118 -1.192 0.581
0.280 0.126 -0.431
0.335 0.151 0.465
0.086 0.142 0.103
0.078 0.137 -0.142
-0.282 0.236 0.329
-0.323 0.306 0.111
0.085 0.347 0.225
0.183 -0.025 -0.116
0.306 -0.089 0.221
-0.216 0.275 -0.474
-0.089 0.108 0.136
0.727 0.099 0.243
0.345 -0.177 0.251
0.139 -0.703 -0.049
-0.153 0.844 -1.674
-0.155 -0.541 1.315
0.978 -0.105 0.569
-0.101 0.223 -0.240
0.088 0.246 -0.411
0.051 0.181 0.028
-0.826 -0.571 0.276
0.053 -0.188 0.364
-0.070 0.011 -0.003
-0.136 0.312 -0.504
-0.126 0.026 -0.055
0.369 -0.105 0.334

Calculated values
- E_LUMO (alpha / beta) (eV) = -0.81 / -0.79
- E_tot (Ha) = -2705.49831
- energy above the lowest of the compared OMol25 structures with the same formula, charge and spin (kJ/mol) = 795.5

Results of the Mulliken charge analysis, in e, for atoms 1 through 4: 1.70, 0.29, -0.86, -0.77

---

> Which value of E_tot does entry 3 give?

-2705.49831 Ha

---

> Number 3 is which compound?

C41H42CdP2Te

---

> Which value of E_tot does entry 1 give?

-4721.07444 Ha